9 unconnected molecules or ions with the total composition C8H34O9 at a distorted geometry, computed with ωB97M-V with the def2-TZVPD basis set.

Calculated values
2S+1 = 2
HOMO (alpha / beta) = -12.125 / -11.824 eV
F_max = 3.606 eV Å⁻¹
energy above the lowest of the compared OMol25 structures with the same formula, charge and spin = 0.000 eV
net charge = +1
gap between HOMO and LUMO (alpha / beta) = 9.21 / 2.13 eV

Last column: Mulliken spin population.
Positions of all 51 atoms, in Å:
C: -4.6360 -0.5016 -0.4744  0.032
O: -4.3209 -0.4979 -1.8610  0.589
H: -5.5715 -0.0405 -0.1579  0.042
H: -4.4766 -1.4978 -0.0616  0.003
H: -3.9992 0.2072 0.0550  0.100
H: -3.6972 -1.2112 -2.0155  -0.014
C: -0.6963 2.4378 5.0118  0.000
O: -0.3757 2.4386 3.6294  0.000
H: 0.1831 2.5456 5.6467  0.000
H: -1.2646 3.3478 5.2042  0.000
H: -1.2224 1.5786 5.4278  0.000
H: -1.0709 2.0029 3.1309  0.000
C: 4.4217 0.3117 -0.4307  0.000
O: 3.1829 1.0001 -0.2396  0.000
H: 4.9677 0.1228 0.4936  0.000
H: 4.3062 -0.6132 -0.9958  0.000
H: 5.1781 0.8173 -1.0311  0.000
H: 2.8055 0.7736 0.6136  0.000
C: -0.4177 -0.0478 -0.2249  -0.002
O: -1.3989 -0.6493 0.5893  0.020
H: -0.8495 0.9126 -0.5065  0.002
H: 0.4763 0.0610 0.3892  0.003
H: -0.2442 -0.6405 -1.1231  0.000
H: -1.8167 -0.0111 1.1723  -0.002
C: 0.9023 2.1754 -3.6023  0.010
C: 0.8366 3.7070 -3.8808  0.016
O: -0.4629 4.1293 -4.0666  0.153
H: 0.7664 1.5308 -4.4707  0.000
H: 0.0707 1.8390 -2.9833  0.001
H: 1.8054 1.9256 -3.0453  0.002
H: 1.2784 4.0626 -4.8116  0.033
H: 1.2891 4.4227 -3.1943  0.007
H: -0.9179 3.5176 -4.6500  -0.004
C: 2.6241 -3.0503 1.1629  0.000
C: 2.0682 -2.6611 2.5258  0.000
O: 1.0486 -3.4927 2.8791  0.000
H: 1.8123 -3.0657 0.4357  0.000
H: 3.2546 -3.9317 1.0459  0.000
H: 3.2578 -2.2670 0.7471  0.000
H: 1.7218 -1.6308 2.4452  0.000
H: 2.8042 -2.9277 3.2843  0.000
H: 0.1584 -3.1333 2.8747  0.000
O: 0.2007 -3.0863 -2.5808  0.000
H: 0.1569 -3.8361 -1.9874  0.000
H: 0.3205 -3.4733 -3.4480  0.000
O: -2.4364 1.1598 2.4860  0.001
H: -3.1470 1.7002 2.8315  0.000
H: -2.7197 0.2597 2.6464  0.000
O: -2.3887 -2.2236 -1.8259  0.007
H: -1.6207 -2.7603 -2.0213  -0.001
H: -2.1469 -1.7363 -1.0382  0.001



A molecular structure, C8H36BCuN16O8 at a distorted geometry, computed with ωB97M-V with the def2-TZVPD basis set.

Calculated values
2S+1 = 2
HOMO (alpha / beta) = -10.859 / -10.854 eV
F_max = 2.957 eV Å⁻¹
energy above the lowest of the compared OMol25 structures with the same formula, charge and spin = 2.739 eV
net charge = +1
gap between HOMO and LUMO (alpha / beta) = 7.50 / 4.12 eV

Last column: Mulliken spin population.
Positions of all 70 atoms, in Å:
Cu: -1.2620 0.0295 1.8724  0.746
B: 0.1088 0.4786 0.0673  0.054
H: -1.0054 0.6596 -0.1492  0.049
H: 0.3638 -0.3876 0.7452  0.051
H: 0.5716 0.3152 -0.9590  0.054
H: 0.5748 1.3812 0.5919  -0.007
C: -2.1469 -2.3849 -2.4134  0.000
O: -0.9850 -2.3652 -2.0270  0.000
N: -3.0689 -1.4942 -1.8981  0.000
N: -2.7293 -3.1854 -3.3400  0.000
H: -4.0256 -1.4565 -2.1841  0.000
H: -2.6386 -0.7577 -1.3606  0.000
H: -3.6284 -2.8750 -3.6505  0.000
H: -2.1755 -3.6465 -4.0446  0.000
C: -4.4394 0.3096 0.9650  0.004
O: -3.2216 0.0297 1.0581  0.016
N: -5.3668 -0.3538 1.6519  0.000
N: -4.8522 1.3837 0.2865  0.000
H: -6.3177 -0.0482 1.7504  0.000
H: -5.0980 -1.2575 2.0057  0.000
H: -4.2883 2.1354 -0.0686  0.000
H: -5.8374 1.5917 0.2600  0.000
C: 1.7653 4.0801 1.7709  -0.001
O: 1.6719 5.1398 2.3928  0.000
N: 2.6982 3.1544 2.1180  0.000
N: 1.0395 3.8514 0.6612  0.001
H: 3.2122 3.5334 2.8976  0.000
H: 2.5616 2.1874 1.8899  0.000
H: 1.1577 2.9783 0.1774  0.003
H: 0.3801 4.5476 0.3685  0.000
C: 3.2423 -2.4369 -1.8287  0.000
O: 3.7737 -1.9036 -2.7857  0.000
N: 2.8569 -1.7952 -0.6878  0.000
N: 3.1688 -3.7964 -1.6793  0.000
H: 2.1402 -2.1300 -0.0683  -0.001
H: 2.9866 -0.7961 -0.6438  0.000
H: 2.8690 -4.2301 -0.8283  0.000
H: 3.4904 -4.3919 -2.4216  0.000
C: -0.7712 -3.2252 1.5940  -0.001
O: -1.2283 -2.0724 1.7155  0.015
N: -0.5778 -4.0430 2.6518  0.002
N: -0.3277 -3.6642 0.4126  0.001
H: -0.9443 -3.7710 3.5450  0.000
H: 0.0262 -4.8272 2.4917  0.000
H: -0.0751 -4.6259 0.2818  0.000
H: -0.3318 -2.9591 -0.3242  -0.001
C: 1.0407 0.7079 4.1876  0.003
O: 0.2710 0.1093 3.4109  0.011
N: 0.6839 1.5540 5.1750  0.003
N: 2.3686 0.5713 4.0536  0.003
H: -0.2837 1.8056 5.2841  0.000
H: 1.3236 2.0129 5.7971  0.000
H: 2.9796 0.9242 4.7702  0.000
H: 2.8381 0.1224 3.2874  0.000
C: -1.7385 1.9466 -3.1641  0.000
O: -2.4238 2.4409 -4.0578  0.001
N: -1.7893 2.3764 -1.8727  0.001
N: -0.8992 0.9291 -3.4399  0.000
H: -1.2474 1.9505 -1.1329  -0.004
H: -2.3935 3.1281 -1.6001  0.000
H: -0.2823 0.6740 -2.6859  0.003
H: -1.0628 0.2916 -4.1937  0.000
C: 3.6640 1.8646 -2.1625  -0.001
O: 4.3556 2.8813 -2.0950  0.003
N: 2.8418 1.5617 -1.0993  0.008
N: 3.7190 1.0076 -3.1734  0.000
H: 2.9092 2.1075 -0.2601  -0.002
H: 2.0658 0.9219 -1.0288  -0.014
H: 4.4363 1.1040 -3.8677  0.000
H: 3.3067 0.1006 -2.9924  0.000



A molecular structure, C8H36F3FeN14O14S at a distorted geometry, computed with ωB97M-V with the def2-TZVPD basis set.

Calculated values
2S+1 = 7
HOMO (alpha / beta) = -16.301 / -16.301 eV
F_max = 10.272 eV Å⁻¹
net charge = +3
gap between HOMO and LUMO (alpha / beta) = 8.11 / 2.92 eV

Last column: Mulliken spin population.
Positions of all 77 atoms, in Å:
Fe: 9.4121 17.2336 6.0962  3.862
C: 13.4292 18.9886 7.6274  0.016
F: 13.7934 18.6740 6.3480  0.004
F: 14.3851 19.0845 8.5548  0.005
F: 12.8792 20.1554 7.4494  0.001
S: 12.0304 17.6976 8.2663  -0.008
O: 11.6381 18.1868 9.6071  0.003
O: 10.9605 17.7514 7.2172  0.041
O: 12.6296 16.3923 8.2522  0.008
O: 9.8445 15.4455 6.9605  0.047
H: 9.1206 14.9288 7.3143  0.001
H: 10.5840 14.8382 6.9376  0.001
O: 12.3746 18.1254 12.2204  0.000
H: 12.5402 17.2201 12.4836  0.000
H: 11.9672 18.0536 11.3573  0.000
O: 16.7732 18.4960 7.9434  0.003
H: 17.6232 18.6651 7.5369  0.000
H: 16.4303 19.3647 8.1529  0.000
O: 15.8343 21.4477 8.3669  0.000
H: 15.8514 21.4436 7.4099  0.000
H: 15.0334 21.9219 8.5906  0.000
C: 15.3497 21.5597 4.5464  0.000
O: 16.2116 21.7783 5.3555  0.000
N: 15.3802 22.0176 3.3104  0.000
N: 14.3126 20.8156 4.7314  0.000
H: 14.5061 21.8904 2.8205  0.000
H: 16.0960 22.6893 3.0730  0.000
H: 14.0746 20.2031 5.4983  -0.001
H: 13.9860 20.5102 3.8258  0.000
C: 16.0435 15.3168 6.6574  -0.020
O: 15.9247 14.1512 6.1758  0.891
N: 17.1569 15.9656 6.6218  0.013
N: 15.0255 16.0272 7.1689  0.146
H: 17.0433 16.8130 7.1594  0.006
H: 18.0213 15.4591 6.4938  -0.003
H: 15.0499 17.0238 7.0064  -0.023
H: 14.1183 15.6850 7.4519  -0.016
C: 8.1864 17.9054 9.4875  -0.001
O: 8.6501 17.3853 8.4686  0.013
N: 6.9072 17.8410 9.8540  0.001
N: 8.8717 18.3064 10.4810  0.001
H: 6.2141 17.3767 9.2847  0.000
H: 6.7239 18.3033 10.7331  0.000
H: 8.6107 18.3559 11.4555  0.000
H: 9.8193 18.2873 10.1321  0.000
C: 12.5545 16.2222 4.5903  -0.006
O: 11.5139 16.5813 5.1214  0.006
N: 13.3562 16.9732 3.8843  0.002
N: 13.0867 15.0478 4.7709  0.003
H: 14.1264 16.4878 3.4469  0.001
H: 13.0183 17.9043 3.6871  0.000
H: 12.7034 14.4410 5.4815  -0.001
H: 14.0306 14.8677 4.4599  -0.001
C: 13.0728 14.5495 11.0492  0.000
O: 11.9832 14.8640 11.4423  0.001
N: 13.4788 14.5170 9.8701  0.004
N: 13.9714 14.1319 11.8923  0.000
H: 13.0068 15.1137 9.2058  -0.001
H: 14.3998 14.3204 9.5050  0.000
H: 13.7183 14.1559 12.8698  0.000
H: 14.8875 13.9909 11.4911  0.000
C: 16.5302 17.4311 11.4334  -0.031
O: 16.9289 18.5775 11.4019  0.921
N: 15.8854 16.8998 10.3846  0.044
N: 16.8848 16.5455 12.2588  0.044
H: 15.8572 17.5059 9.5771  0.001
H: 15.5711 15.9400 10.3935  0.010
H: 17.6824 16.7396 12.8473  -0.006
H: 16.4996 15.6444 12.0145  0.005
C: 9.0590 20.7337 7.6153  -0.001
O: 8.9710 19.6773 6.9392  0.008
N: 10.1320 21.2217 7.9013  0.001
N: 8.0787 21.5073 8.1033  0.001
H: 10.9590 20.6474 7.8226  0.000
H: 10.0511 21.9548 8.5913  0.000
H: 8.1947 22.2152 8.8142  0.000
H: 7.1870 21.0918 7.8747  0.000



11 unconnected molecules or ions with the total composition C8H38N16O11 at a distorted geometry, computed with ωB97M-V with the def2-TZVPD basis set.

Calculated values
HOMO = -8.102 eV
F_max = 9.978 eV Å⁻¹
energy above the lowest of the compared OMol25 structures with the same formula, charge and spin = 3.873 eV
gap between HOMO and LUMO = 7.57 eV

Last column: Mulliken charge in e.
Positions of all 73 atoms, in Å:
C: 2.4757 19.4872 -12.5061  0.623
O: 2.8404 20.6469 -12.6253  -0.746
N: 1.2212 19.1026 -12.8525  -0.032
N: 3.0793 18.5311 -11.8909  -0.363
H: 0.6219 19.7843 -13.2955  -0.156
H: 0.7831 18.2200 -12.6307  0.152
H: 4.0157 18.7768 -11.6029  0.261
H: 2.7730 17.5854 -12.0697  0.199
C: -4.3875 21.5031 -9.7973  0.408
O: -3.6930 21.5764 -10.7502  -0.456
N: -4.4479 22.4068 -8.7844  -0.469
N: -5.1567 20.4760 -9.4681  -0.326
H: -4.0555 23.3338 -8.8662  0.231
H: -4.9650 22.1756 -7.9482  0.106
H: -5.1268 19.6681 -10.0735  0.212
H: -5.6245 20.4677 -8.5730  0.158
C: -0.6840 16.0673 -11.2463  0.772
O: 0.4053 16.5066 -10.9894  -0.652
N: -0.8381 14.8325 -11.2203  -0.428
N: -1.6779 16.8061 -11.7272  -0.287
H: -1.7308 14.4419 -11.4859  0.148
H: -0.1650 14.3752 -10.6220  0.297
H: -1.4833 17.7804 -11.9085  -0.007
H: -2.6153 16.4452 -11.8328  0.182
C: 0.5654 22.6242 -10.2408  0.515
O: 1.6525 23.1046 -9.8994  -0.775
N: -0.5509 22.9801 -9.8881  -0.159
N: 0.4642 21.6550 -11.2157  0.172
H: -1.3271 22.4956 -10.3158  -0.007
H: -0.7265 23.8554 -9.4158  0.238
H: 1.3128 21.4344 -11.7171  0.062
H: -0.4292 21.3974 -11.6100  -0.221
C: -1.6481 24.2081 -13.3495  0.581
O: -2.3667 25.0695 -12.7904  -0.788
N: -0.6543 24.3829 -14.1398  -0.329
N: -2.0224 22.9113 -13.3481  0.142
H: -0.1572 23.5778 -14.4931  0.210
H: -0.3712 25.3518 -14.1079  0.254
H: -2.7325 22.6099 -12.6961  -0.083
H: -1.5541 22.1899 -13.8776  0.121
C: -0.4172 19.8592 -15.2699  0.572
O: -0.5044 20.7925 -14.4282  -0.775
N: 0.6327 19.4628 -15.9548  -0.450
N: -1.4885 19.3350 -15.7565  -0.284
H: 1.4779 19.8306 -15.5418  0.278
H: 0.6742 18.7634 -16.6822  0.165
H: -2.3366 19.3793 -15.2098  0.064
H: -1.3270 18.6072 -16.4379  0.176
C: -4.7512 22.0122 -16.0044  0.587
O: -4.6519 23.0840 -16.5472  -0.706
N: -5.0106 20.9484 -16.6969  -0.337
N: -4.3626 21.7666 -14.8009  -0.087
H: -5.4245 20.0890 -16.3649  0.159
H: -5.1953 21.1733 -17.6640  0.224
H: -4.4090 20.8474 -14.3849  0.040
H: -4.0559 22.5287 -14.2133  0.025
C: -5.0916 18.6468 -13.5211  0.683
O: -4.1692 18.9681 -14.2481  -0.760
N: -5.7180 19.5302 -12.7479  -0.310
N: -5.7167 17.4922 -13.5926  -0.457
H: -6.5101 19.2121 -12.2080  0.256
H: -5.2975 20.4121 -12.4920  0.105
H: -6.5501 17.5120 -13.0224  0.138
H: -5.4779 16.7139 -14.1904  0.242
O: -2.9492 18.2665 -9.5193  -0.730
H: -2.3450 17.6296 -9.9009  0.310
H: -2.4354 19.0707 -9.4460  0.290
O: -2.0587 19.7507 -12.3310  1.393
H: -2.6558 20.2680 -11.7905  -0.303
H: -2.6126 19.3915 -13.0241  -0.187
O: -0.2691 18.9361 -9.2576  -0.628
H: 0.5298 18.4543 -9.0432  0.293
H: -0.3297 18.8878 -10.2116  0.252



Which of these has the highest F_max? C8H36F3FeN14O14S



Which formula does entry 1 have? C8H34O9



Number 3 is which compound? C8H36F3FeN14O14S



Which of these has the lowest F_max? C8H36BCuN16O8